# 1
17 unconnected molecules or ions with the total composition C60H83F3O51 in a non-equilibrium geometry. Source: the OMol25 dataset; level of theory: ωB97M-V/def2-TZVPD.

The LUMO energy is -0.0192 hartree. For the gap between HOMO and LUMO, the calculation gives 9.83 eV. The value obtained for the HOMO energy is -0.38035 Eh. As for the multiplicity: 1. As for the total energy: -6473.014688 Eh.

Structure (XYZ):
```
197
Properties=species:S:1:pos:R:3:mulliken_charge:R:1
C 6.67 2.58 -0.25 0.353
C 6.06 2.15 -1.54 0.109
O 5.80 3.38 -2.19 -0.332
C 6.56 4.31 -1.58 0.573
O 6.58 5.40 -2.04 -0.611
O 7.13 3.88 -0.53 -0.324
H 7.53 1.94 -0.06 0.086
H 6.08 2.47 0.66 -0.215
H 5.23 1.45 -1.51 -0.297
H 6.85 1.76 -2.19 0.605
C -2.76 1.84 1.65 0.812
C -2.78 1.18 0.37 -0.146
O -1.83 1.96 -0.32 0.358
C -1.22 2.85 0.45 0.275
O -0.37 3.69 0.10 -0.713
O -1.75 2.83 1.63 -0.316
H -2.66 1.09 2.43 -0.193
H -3.77 2.24 1.80 -0.183
H -3.70 1.25 -0.20 0.395
H -2.48 0.13 0.37 -0.412
C -5.54 -2.18 2.56 0.667
C -6.30 -2.95 3.64 -0.386
O -7.35 -1.97 4.03 -0.362
C -7.38 -0.98 3.15 0.529
O -8.23 -0.10 3.10 -0.588
O -6.33 -1.05 2.26 -0.310
H -5.38 -2.74 1.64 0.152
H -4.54 -1.92 2.91 -0.299
H -5.64 -3.34 4.41 0.249
H -6.83 -3.78 3.15 0.370
C 6.38 0.24 4.04 -0.284
C 5.58 -0.15 2.82 0.877
O 6.68 -0.21 1.79 -0.258
C 7.71 0.45 2.26 0.512
O 8.75 0.59 1.64 -0.632
O 7.57 0.71 3.50 -0.349
H 6.54 -0.65 4.65 0.290
H 5.87 1.01 4.62 0.271
H 4.75 0.52 2.61 -0.437
H 5.13 -1.13 3.00 0.049
C 2.62 -5.25 -5.04 -0.388
C 3.62 -4.46 -5.88 -0.455
O 3.32 -3.13 -5.55 -0.307
C 2.31 -2.99 -4.67 0.260
O 1.78 -1.92 -4.38 0.020
O 2.08 -4.23 -4.08 -0.282
H 3.15 -6.09 -4.58 0.298
H 1.74 -5.63 -5.56 0.256
H 3.42 -4.54 -6.95 0.288
H 4.65 -4.75 -5.68 0.331
C -3.69 4.19 -1.70 -0.934
C -4.83 5.14 -2.19 0.558
C -6.15 4.45 -2.54 -0.084
O -7.10 5.20 -1.91 -0.387
C -6.56 6.11 -1.09 0.536
O -7.16 6.94 -0.43 -0.575
O -5.22 6.04 -1.22 -0.460
H -2.88 4.85 -1.39 0.312
H -3.32 3.53 -2.48 0.256
H -3.88 3.52 -0.85 0.001
H -4.38 5.59 -3.07 0.258
H -6.16 3.37 -2.39 0.260
H -6.21 4.56 -3.63 0.181
C -1.86 -3.99 -3.02 -1.065
C -3.30 -3.35 -3.17 0.750
C -3.90 -3.23 -1.74 -0.513
O -4.15 -1.86 -1.70 -0.265
C -3.83 -1.19 -2.80 0.400
O -4.00 0.03 -2.93 -0.507
O -3.24 -2.00 -3.70 -0.120
H -1.38 -3.99 -4.00 0.064
H -1.72 -5.01 -2.65 0.513
H -1.17 -3.30 -2.52 0.101
H -3.95 -4.01 -3.74 0.396
H -3.25 -3.53 -0.92 0.041
H -4.91 -3.64 -1.76 0.341
C -0.37 -0.60 8.74 -1.496
C 0.61 -1.63 8.12 0.781
C 0.75 -2.92 8.86 -0.329
O 0.35 -3.88 7.92 -0.399
C 0.01 -3.32 6.74 0.407
O -0.46 -3.93 5.77 -0.565
O 0.18 -2.04 6.90 -0.058
H -1.42 -0.87 8.62 0.405
H -0.38 0.34 8.19 0.250
H 0.00 -0.34 9.73 0.427
H 1.58 -1.15 8.03 -0.045
H 0.09 -2.89 9.73 0.282
H 1.76 -3.16 9.20 0.300
C -0.06 -0.18 -2.51 0.434
C 0.82 -0.60 -1.29 1.382
C 1.53 0.56 -0.51 0.128
O 1.23 0.23 0.85 0.741
C 0.23 -0.78 0.89 -0.229
O -0.23 -1.19 1.96 -0.259
O -0.13 -1.13 -0.35 -0.233
H -0.92 -0.82 -2.67 -0.652
H 0.57 -0.20 -3.40 -0.362
H -0.39 0.85 -2.37 0.294
H 1.51 -1.40 -1.56 -0.162
H 1.16 1.54 -0.81 -0.047
H 2.62 0.53 -0.55 -0.803
C 0.84 2.52 4.72 -1.616
C 1.19 1.02 4.78 0.862
C 2.18 0.47 3.81 0.901
O 3.21 0.04 4.69 -0.269
C 2.90 0.23 5.94 0.602
O 3.56 -0.16 6.90 -0.716
O 1.79 0.89 6.04 -0.431
H 0.45 2.90 3.77 0.277
H 1.68 3.08 5.13 0.411
H 0.04 2.69 5.45 0.375
H 0.38 0.30 4.80 0.037
H 2.65 1.28 3.25 -0.296
H 1.74 -0.36 3.26 -0.283
C 2.80 -4.55 0.01 -1.661
C 3.41 -3.33 0.65 0.927
C 4.93 -3.49 0.91 -0.490
O 5.46 -2.55 -0.04 -0.303
C 4.56 -2.08 -0.82 0.079
O 4.85 -1.38 -1.78 -0.530
O 3.36 -2.35 -0.36 0.043
H 3.18 -4.75 -0.99 0.360
H 1.72 -4.49 -0.11 0.220
H 3.01 -5.41 0.64 0.517
H 2.87 -3.05 1.56 0.066
H 5.28 -4.50 0.70 0.304
H 5.26 -3.21 1.92 0.317
C -5.37 1.83 4.54 -1.759
C -4.09 1.18 5.02 0.765
C -4.14 0.89 6.47 -0.459
O -3.74 -0.47 6.60 -0.377
C -3.56 -1.00 5.40 0.391
O -3.18 -2.14 5.22 -0.522
O -3.99 -0.05 4.41 0.125
H -6.26 1.23 4.76 0.385
H -5.46 2.10 3.49 0.225
H -5.47 2.79 5.04 0.439
H -3.21 1.72 4.69 0.159
H -5.14 0.92 6.92 0.355
H -3.50 1.64 6.94 0.335
C -1.20 1.53 -5.65 -0.081
C -2.49 2.10 -6.29 0.185
C -3.88 1.64 -5.85 0.202
O -4.48 2.76 -5.37 -0.395
C -3.68 3.81 -5.50 0.472
O -3.96 4.95 -5.26 -0.607
O -2.54 3.45 -6.05 -0.417
H -1.21 1.59 -4.56 -0.157
H -0.36 2.04 -6.12 0.424
H -1.19 0.46 -5.86 -0.314
H -2.54 1.84 -7.35 0.363
H -3.91 0.81 -5.15 -0.172
H -4.51 1.55 -6.74 0.321
C 2.96 6.89 -0.30 -1.731
C 2.43 5.53 -0.06 0.686
C 2.81 4.55 -1.19 -0.453
O 3.14 3.40 -0.41 0.588
C 3.46 3.77 0.79 0.194
O 3.89 3.05 1.69 -0.741
O 3.02 5.02 1.08 -0.364
H 2.64 7.31 -1.26 0.382
H 4.05 6.81 -0.31 0.380
H 2.61 7.56 0.47 0.391
H 1.35 5.71 -0.04 0.171
H 3.68 4.91 -1.73 0.320
H 1.94 4.43 -1.85 0.286
C 3.85 0.53 -5.73 -0.240
C 4.35 0.84 -4.29 0.722
O 3.66 2.05 -4.00 -0.196
C 2.49 1.93 -4.56 0.579
O 1.43 2.42 -4.12 -0.458
O 2.51 0.94 -5.50 -0.315
F 5.62 1.10 -4.37 -0.327
H 3.87 -0.53 -5.97 0.067
H 4.38 0.95 -6.59 0.255
H 4.13 0.09 -3.53 0.011
C -1.34 -2.16 -6.37 0.478
C -2.56 -2.07 -7.26 0.451
O -2.11 -2.01 -8.59 -0.343
C -0.80 -1.81 -8.54 0.479
O -0.09 -1.74 -9.54 -0.584
O -0.36 -1.69 -7.27 -0.236
F -3.22 -0.96 -6.94 -0.188
H -1.00 -3.17 -6.13 0.318
H -1.37 -1.49 -5.51 -0.588
H -3.27 -2.90 -7.15 0.291
C -0.85 -4.07 2.24 0.891
C -2.10 -4.75 2.82 0.882
O -1.72 -6.06 3.11 -0.357
C -0.47 -6.25 2.59 0.409
O 0.09 -7.32 2.57 -0.579
O 0.00 -5.10 2.03 -0.175
F -3.14 -4.58 1.96 -0.279
H -0.37 -3.40 2.95 -0.410
H -1.09 -3.55 1.31 -0.543
H -2.45 -4.29 3.75 0.131
```

---

# 2
11 unconnected molecules or ions with the total composition C60H90N10O3 in a non-equilibrium geometry. Source: the OMol25 dataset; level of theory: ωB97M-V/def2-TZVPD.

The LUMO energy is 0.0109 hartree. For the gap between HOMO and LUMO, the calculation gives 8.35 eV. The value obtained for the HOMO energy is -0.29602 Eh. As for the multiplicity: 1. As for the total energy: -3113.381550 Eh.

Structure (XYZ):
```
163
Properties=species:S:1:pos:R:3:mulliken_charge:R:1
C -1.35 0.30 -0.41 -0.781
C -0.08 0.07 -0.09 -0.454
C 0.99 1.09 0.16 -0.726
C 0.84 2.45 -0.51 1.198
O 0.00 3.27 0.28 0.146
C -1.07 3.88 -0.43 1.165
C -1.57 5.13 0.28 -0.931
C -2.83 5.62 -0.43 -1.174
C -2.56 6.03 -1.89 -0.607
C -3.11 5.05 -2.94 -0.488
C -2.38 5.15 -4.28 -1.267
C -1.02 4.44 -4.23 0.966
C -1.13 2.93 -4.52 -0.492
C -1.13 2.60 -6.02 -0.881
C 0.24 2.27 -6.62 -0.906
C 1.23 3.44 -6.77 -1.143
C 2.02 3.78 -5.49 0.253
C 3.43 3.20 -5.46 -0.554
C 4.33 3.90 -4.42 -0.890
C 2.23 3.10 -0.71 -0.399
O 2.57 2.84 -2.05 -0.364
O 2.16 4.47 -0.41 -0.220
C 2.90 5.35 -1.24 -0.820
H -2.15 -0.36 -0.10 0.194
H -1.66 1.07 -1.11 0.054
H 0.25 -0.97 0.02 0.514
H 1.10 1.22 1.24 0.107
H 1.94 0.67 -0.19 0.481
H 0.44 2.30 -1.52 -0.535
H -1.90 3.17 -0.54 0.025
H -0.69 4.17 -1.41 -0.835
H -1.79 4.91 1.32 0.342
H -0.79 5.89 0.22 0.311
H -3.54 4.78 -0.43 0.445
H -3.32 6.42 0.13 0.389
H -1.47 6.12 -2.03 0.266
H -2.96 7.03 -2.08 0.553
H -3.07 4.03 -2.55 0.201
H -4.17 5.28 -3.09 0.447
H -2.99 4.67 -5.05 0.315
H -2.27 6.19 -4.59 0.430
H -0.57 4.58 -3.24 -0.896
H -0.33 4.91 -4.93 0.436
H -2.05 2.56 -4.05 0.635
H -0.30 2.40 -4.04 0.125
H -1.62 3.40 -6.59 0.309
H -1.75 1.71 -6.15 0.326
H 0.73 1.49 -6.02 0.313
H 0.06 1.84 -7.61 0.502
H 0.72 4.32 -7.17 0.493
H 1.96 3.15 -7.53 0.440
H 1.50 3.41 -4.60 -0.379
H 2.09 4.87 -5.37 0.400
H 3.87 3.26 -6.46 0.460
H 3.36 2.14 -5.17 0.244
H 4.81 3.19 -3.74 0.244
H 3.74 4.57 -3.80 -0.014
H 5.11 4.51 -4.89 0.397
H 2.97 2.62 -0.05 0.581
H 3.53 2.76 -2.14 0.238
H 2.91 6.30 -0.72 0.314
H 2.42 5.48 -2.21 0.175
H 3.93 5.02 -1.38 0.332
C -2.45 -3.37 4.20 -0.494
C -3.67 -3.41 3.46 -0.564
C -3.49 -2.66 2.33 -0.487
N -2.22 -2.16 2.36 0.139
C -1.58 -2.60 3.48 -0.667
H -2.25 -3.85 5.14 0.451
H -4.57 -3.94 3.73 0.452
H -4.16 -2.42 1.52 0.443
H -1.81 -1.56 1.66 0.266
H -0.56 -2.31 3.68 0.420
C 3.39 -0.88 2.51 -0.135
C 3.24 0.13 3.51 -0.463
C 2.44 -0.38 4.50 -1.070
N 2.12 -1.67 4.15 0.301
C 2.68 -1.97 2.95 -1.031
H 3.95 -0.82 1.59 0.525
H 3.66 1.12 3.49 0.531
H 2.09 0.06 5.42 0.567
H 1.57 -2.31 4.68 0.215
H 2.53 -2.95 2.53 0.543
C 7.47 -3.79 3.59 -0.740
C 7.67 -3.60 4.98 -0.557
C 6.56 -2.96 5.46 -0.685
N 5.70 -2.76 4.42 0.258
C 6.25 -3.26 3.27 -0.233
H 8.15 -4.26 2.89 0.398
H 8.53 -3.90 5.56 0.425
H 6.31 -2.64 6.46 0.525
H 4.80 -2.31 4.48 0.201
H 5.72 -3.20 2.34 0.421
C -0.37 3.84 5.55 -0.625
C 0.92 4.36 5.23 -0.673
C 1.04 4.35 3.87 -0.451
N -0.12 3.84 3.35 0.246
C -0.98 3.53 4.36 -0.543
H -0.80 3.71 6.53 0.427
H 1.66 4.71 5.93 0.421
H 1.84 4.66 3.22 0.471
H -0.29 3.71 2.36 0.326
H -1.95 3.12 4.15 0.405
C 0.62 -6.61 0.67 -0.671
C 1.55 -5.58 0.35 -0.662
C 0.93 -4.39 0.58 -0.449
N -0.34 -4.64 1.02 0.179
C -0.54 -6.00 1.07 -0.473
H 0.79 -7.67 0.63 0.390
H 2.57 -5.71 0.02 0.474
H 1.29 -3.38 0.49 0.533
H -1.02 -3.95 1.29 0.212
H -1.48 -6.41 1.41 0.399
C -1.49 2.49 -11.48 -0.567
C -1.73 3.16 -10.25 -0.224
C -2.78 2.53 -9.65 -0.568
N -3.18 1.50 -10.46 -0.012
C -2.40 1.47 -11.58 -0.471
H -0.73 2.73 -12.21 0.391
H -1.20 4.01 -9.86 0.454
H -3.28 2.72 -8.71 0.437
H -3.93 0.87 -10.27 0.193
H -2.55 0.73 -12.35 0.380
C -6.53 -7.55 1.16 -0.728
C -5.62 -6.46 1.15 -0.024
C -6.31 -5.33 1.47 -0.882
N -7.62 -5.70 1.68 -0.038
C -7.76 -7.05 1.50 -0.464
H -6.31 -8.58 0.95 0.425
H -4.56 -6.51 0.92 0.544
H -6.00 -4.31 1.57 0.547
H -8.36 -5.07 1.94 0.193
H -8.71 -7.53 1.62 0.389
C 5.77 0.50 9.91 -0.502
C 6.99 1.11 9.50 -0.412
C 7.15 0.86 8.16 -0.520
N 6.08 0.12 7.75 0.097
C 5.23 -0.10 8.80 -0.355
H 5.34 0.51 10.89 0.393
H 7.68 1.67 10.12 0.385
H 7.93 1.14 7.48 0.384
H 5.93 -0.20 6.81 0.179
H 4.32 -0.66 8.68 0.362
C 3.41 -6.79 4.81 -0.788
C 2.53 -6.16 5.73 -0.586
C 1.50 -5.63 5.00 -0.653
N 1.73 -5.91 3.68 0.162
C 2.89 -6.62 3.56 -0.161
H 4.33 -7.30 5.05 0.420
H 2.64 -6.10 6.80 0.434
H 0.62 -5.08 5.30 0.446
H 1.14 -5.65 2.91 0.430
H 3.24 -6.94 2.60 0.394
C -7.60 -3.94 -3.60 -0.621
C -8.80 -3.26 -3.23 -0.468
C -9.08 -3.61 -1.94 -0.500
N -8.10 -4.47 -1.52 0.112
C -7.20 -4.68 -2.52 -0.232
H -7.10 -3.89 -4.55 0.382
H -9.38 -2.59 -3.84 0.385
H -9.88 -3.32 -1.28 0.338
H -8.05 -4.90 -0.61 0.234
H -6.36 -5.33 -2.38 0.384
```

---

- Look up the gap between HOMO and LUMO of the first one.
  9.83 eV

---

- Among the records above, which one has the highest gap between HOMO and LUMO?
  C60H83F3O51

---

- What is the multiplicity in the second record?
  1